--- one ---
This record from the Open Molecules 2025 dataset describes a 2-piece molecular cluster, C6H15NO overall. The level of theory is ωB97M-V with the def2-TZVPD basis set.

```
23
Properties=species:S:1:pos:R:3:lowdin_charge:R:1
H -1.70 1.67 -1.63 0.073
N -1.58 1.04 -0.84 0.069
C -1.68 1.58 0.32 -0.232
C -1.40 0.72 1.48 -0.244
C -1.97 -0.70 1.38 -0.104
H -1.55 2.66 0.47 0.118
H -0.27 0.62 1.44 0.112
H -1.78 1.21 2.39 0.107
H -3.04 -0.66 1.19 0.074
H -1.51 -1.23 0.55 0.057
H -1.78 -1.26 2.29 0.069
C 1.12 -1.12 -1.80 -0.077
C 1.13 -0.07 -0.69 -0.520
C 1.93 -0.60 0.50 -0.075
O 1.72 1.14 -1.15 -0.080
H 0.63 -2.03 -1.46 0.073
H 2.14 -1.37 -2.11 0.075
H 0.59 -0.74 -2.67 0.074
H -0.08 0.33 -0.68 0.122
H 2.03 0.17 1.27 0.070
H 2.94 -0.88 0.20 0.079
H 1.45 -1.47 0.93 0.075
H 2.65 0.99 -1.36 0.083
```

Output
Frontier orbital gap ... 10.25 eV
HOMO ... -0.340 Eh
Structure (SMILES) ... [H]/N=C/CC.CC(C)O

=====

--- two ---
This record from the Open Molecules 2025 dataset describes one molecule with the formula C6H15NO. The level of theory is ωB97M-V with the def2-TZVPD basis set.

```
23
Properties=species:S:1:pos:R:3:lowdin_charge:R:1
C -1.39 -0.09 -3.80 -0.106
C -1.79 -0.38 -2.31 -0.236
C -0.68 0.04 -1.33 -0.271
N -0.74 -0.69 -0.09 -0.077
C 0.53 -0.97 0.54 -0.251
C 1.41 0.13 1.16 -0.171
C 1.02 0.34 2.60 -0.288
O 1.65 1.46 3.21 -0.073
H -1.13 -1.03 -4.27 0.063
H -0.60 0.66 -3.89 0.063
H -2.29 0.31 -4.29 0.060
H -1.88 -1.46 -2.20 0.098
H -2.74 0.12 -2.13 0.094
H 0.26 -0.16 -1.83 0.114
H -0.70 1.13 -1.21 0.115
H -1.47 -0.43 0.55 0.111
H 0.38 -1.71 1.34 0.111
H 1.11 -1.61 -0.14 0.115
H 1.29 1.05 0.62 0.107
H 2.43 -0.15 1.03 0.102
H -0.06 0.40 2.67 0.113
H 1.25 -0.53 3.24 0.120
H 1.00 2.18 3.27 0.088
```

Output
Frontier orbital gap ... 9.44 eV
HOMO ... -0.315 Eh
Structure (SMILES) ... CCCNCCCO

=====

Name the least stable of them. one.

=====

--- one ---
This record from the Open Molecules 2025 dataset describes a 2-piece molecular cluster, C6H12N2O overall. The level of theory is ωB97M-V with the def2-TZVPD basis set.

```
21
Properties=species:S:1:pos:R:3:lowdin_charge:R:1
C -2.44 -0.41 -0.36 -0.073
C -1.29 1.53 0.59 -0.063
N -1.15 0.19 0.01 -0.221
C -0.22 -0.69 0.61 -0.427
N -0.34 -1.86 0.92 0.245
H -2.28 -1.40 -0.77 0.083
H -2.91 0.24 -1.10 0.085
H -3.12 -0.50 0.50 0.087
H -0.31 1.93 0.84 0.071
H -1.77 2.17 -0.15 0.087
H -1.91 1.51 1.49 0.093
C 2.46 -1.17 0.52 -0.044
C 0.98 0.48 -1.52 0.113
C 1.38 -0.13 0.72 -0.434
O 1.57 0.83 1.43 0.053
H 3.36 -0.68 0.15 0.086
H 2.69 -1.63 1.48 0.093
H 0.28 1.22 -1.88 0.025
H 1.98 0.84 -1.35 0.028
H 0.88 -0.52 -1.92 0.037
H 2.14 -1.95 -0.18 0.075
```

Output
Frontier orbital gap (alpha / beta) ... 7.99 / 7.98 eV
HOMO (alpha / beta) ... -0.321 / -0.317 Eh

=====

--- two ---
This record from the Open Molecules 2025 dataset describes one molecule with the formula C6H12N2O. The level of theory is ωB97M-V with the def2-TZVPD basis set.

```
21
Properties=species:S:1:pos:R:3:lowdin_charge:R:1
C -1.76 -1.81 -0.85 -0.092
O -0.86 -0.70 -0.94 -0.256
C -0.59 0.62 -0.02 -0.166
C -0.68 1.81 -0.95 -0.045
C 0.80 0.17 0.45 -0.500
C 0.84 -0.01 1.97 -0.032
N 1.90 1.07 0.05 0.082
C 0.93 -1.21 -0.24 -0.244
N 1.51 -2.19 -0.53 0.146
H -1.48 -2.49 -1.66 0.094
H -2.78 -1.45 -0.98 0.081
H -1.65 -2.33 0.10 0.082
H -1.37 0.61 0.75 0.144
H -1.71 2.01 -1.23 0.086
H -0.24 2.70 -0.48 0.091
H -0.12 1.64 -1.87 0.088
H 0.07 -0.71 2.31 0.090
H 0.68 0.95 2.48 0.090
H 1.81 -0.41 2.28 0.089
H 1.94 1.12 -0.96 0.084
H 2.77 0.62 0.33 0.091
```

Output
Frontier orbital gap ... 10.12 eV
HOMO ... -0.342 Eh
Structure (SMILES) ... CO[C@H](C)[C@](C)(N)C#N

=====

Name the least stable of them. one.

=====

--- one ---
This record from the Open Molecules 2025 dataset describes C6H12N2O as an isolated structure. The level of theory is ωB97M-V with the def2-TZVPD basis set.

```
21
Properties=species:S:1:pos:R:3:lowdin_charge:R:1
C 1.99 -0.80 -0.14 0.005
C -0.68 -1.46 -1.07 -0.088
C 2.73 0.45 -0.46 -0.101
O 0.15 -0.51 -0.40 -0.259
H 2.16 -1.24 0.84 0.086
H 1.97 -1.54 -0.93 0.092
H -1.56 -0.95 -1.46 0.085
H -0.15 -1.92 -1.91 0.085
H -0.99 -2.24 -0.37 0.095
H 2.82 1.10 0.39 0.070
H 3.73 0.18 -0.83 0.088
H 2.23 0.99 -1.27 0.086
C -2.07 1.63 0.02 -0.041
C -1.68 0.59 1.04 -0.416
N -2.54 0.10 1.83 0.152
C -0.25 0.20 1.08 -0.367
N 0.70 0.28 1.81 0.131
H -2.11 -0.53 2.51 0.062
H -3.12 1.87 0.13 0.079
H -1.87 1.28 -0.99 0.068
H -1.46 2.53 0.17 0.088
```

Output
Frontier orbital gap (alpha / beta) ... 8.83 / 8.83 eV
HOMO (alpha / beta) ... -0.304 / -0.304 Eh

=====

--- two ---
This record from the Open Molecules 2025 dataset describes one molecule with the formula C6H12N2O. The level of theory is ωB97M-V with the def2-TZVPD basis set.

```
21
Properties=species:S:1:pos:R:3:lowdin_charge:R:1
C 2.55 -1.48 0.19 0.035
C 1.28 -1.36 -0.15 -0.141
N 0.81 -0.02 -0.22 -0.083
N 1.73 0.88 -0.03 -0.055
O 1.37 2.04 0.06 -0.035
C -0.65 0.32 -0.08 -0.461
C -1.40 -1.04 -0.02 -0.036
C -0.85 0.96 1.30 -0.027
C -1.07 1.28 -1.25 0.016
H 2.98 -2.41 0.19 0.023
H 3.22 -0.68 0.33 0.047
H 0.84 -2.25 -0.57 0.113
H -1.46 -1.31 -1.09 0.094
H -0.88 -1.84 0.63 0.111
H -2.33 -0.78 0.33 0.048
H -0.56 1.92 1.25 0.035
H -0.29 0.30 1.93 0.095
H -1.79 0.99 1.73 0.064
H -0.47 2.07 -1.42 0.038
H -1.04 0.81 -2.15 0.052
H -2.00 1.61 -0.95 0.067
```

Output
Frontier orbital gap ... 9.56 eV
HOMO ... -0.324 Eh
Structure (SMILES) ... C=CN(N=O)C(C)(C)C

=====

--- three ---
This record from the Open Molecules 2025 dataset describes one molecule with the formula C6H12N2O. The level of theory is ωB97M-V with the def2-TZVPD basis set.

```
21
Properties=species:S:1:pos:R:3:lowdin_charge:R:1
C -0.09 2.26 0.34 -0.014
C 0.10 1.24 -0.77 -0.433
N 0.78 1.76 -1.86 0.115
N -0.44 0.08 -0.97 0.094
C -0.40 -0.57 0.29 -0.334
C -1.56 -0.33 1.24 -0.049
C 0.30 -1.73 0.29 -0.332
C 1.42 -2.07 -0.63 -0.020
O 0.07 -2.71 1.22 0.031
H 0.26 1.86 1.29 0.078
H 0.52 3.15 0.16 0.071
H -1.12 2.59 0.41 0.090
H 0.58 1.32 -2.74 0.093
H 0.80 2.76 -1.96 0.076
H -2.09 -1.22 1.58 0.070
H -2.32 0.29 0.76 0.080
H -1.26 0.19 2.14 0.073
H 1.20 -1.67 -1.62 0.069
H 2.35 -1.63 -0.28 0.084
H 1.53 -3.15 -0.70 0.080
H -0.62 -2.43 1.83 0.078
```

Output
Frontier orbital gap ... 8.20 eV
HOMO ... -0.273 Eh
Structure (SMILES) ... C/C(N)=N\C(C)=C(/C)O

=====

Name the least stable of them. two.

=====

--- one ---
This record from the Open Molecules 2025 dataset describes a 2-piece molecular cluster, C6H12N2O overall. The level of theory is ωB97M-V with the def2-TZVPD basis set.

```
21
Properties=species:S:1:pos:R:3:lowdin_charge:R:1
C -0.97 2.17 -0.51 0.021
C -0.28 1.08 -0.66 -0.100
C 0.68 0.23 -0.99 -0.352
O 0.52 -0.55 -2.13 0.008
C 1.68 -0.27 0.02 -0.212
C 1.90 0.69 1.18 -0.100
H -1.93 2.14 0.00 0.052
H -0.65 3.12 -0.90 0.059
H 1.35 -1.01 -2.31 0.094
H 2.64 -0.45 -0.49 0.115
H 1.29 -1.22 0.41 0.111
H 2.21 1.66 0.83 0.080
H 0.97 0.81 1.74 0.069
H 2.65 0.29 1.86 0.072
C -1.41 -1.32 1.34 -0.081
N -1.88 -0.59 0.41 -0.137
N -2.25 -1.17 -0.77 0.012
H -1.34 -0.89 2.33 0.056
H -1.17 -2.37 1.21 0.067
H -1.62 -1.90 -1.10 0.086
H -2.40 -0.47 -1.48 0.081
```

Output
Frontier orbital gap ... 9.08 eV
HOMO ... -0.306 Eh
Structure (SMILES) ... C=C=C(O)CC.C=NN

=====

--- two ---
This record from the Open Molecules 2025 dataset describes C6H12N2O as an isolated structure. The level of theory is ωB97M-V with the def2-TZVPD basis set.

```
21
Properties=species:S:1:pos:R:3:lowdin_charge:R:1
C 1.93 -0.82 -0.61 -0.192
C 0.11 0.68 1.19 -0.039
C 1.56 -1.98 0.24 -0.062
N 1.20 -0.46 -1.60 0.139
H 2.91 -0.36 -0.44 0.127
H 1.45 0.40 -2.07 0.114
H -0.04 -0.63 -1.39 0.083
H 0.49 -2.15 0.20 0.079
H -0.34 1.53 1.70 0.024
H 0.06 -0.18 1.86 0.025
H 1.11 1.03 0.96 0.020
H 2.08 -2.87 -0.13 0.093
H 1.86 -1.81 1.28 0.082
C -1.38 0.32 -0.03 -0.666
N -2.49 0.15 0.83 0.089
C -1.42 1.61 -0.72 -0.089
C -1.43 2.65 -1.32 0.115
O -1.17 -0.73 -0.80 -0.126
H -2.48 -0.77 1.26 0.086
H -2.58 0.88 1.53 0.081
H -1.43 3.52 -1.93 0.017
```

Output
Frontier orbital gap ... 8.18 eV
HOMO ... -0.287 Eh

=====

Name the least stable of them. two.